(1)
Density functional theory data (wB97M-V/def2-TZVPD) for C26H49GaO10PS2 as an isolated structure.

Summary:
**Spin multiplicity**: 1
**Calculated total energy**: -4835.1231 a.u.
**Total charge**: -1

```
89
Properties=species:S:1:pos:R:3:lowdin_charge:R:1
Ga 3.041 -0.309 -0.448 0.25
S 5.403 -4.522 -1.999 0.69
S 5.567 2.211 -1.709 -0.13
P 4.116 1.841 -0.378 0.19
O 1.544 -3.988 1.447 0.02
O -5.447 5.916 -0.759 0.00
O -5.109 0.671 4.437 0.11
O -3.508 -0.515 5.435 0.02
O -3.835 7.007 -1.853 0.13
O -2.426 3.081 1.482 -0.16
O 0.022 -4.288 3.040 0.10
O 2.204 -4.032 -5.389 0.01
O 2.037 -3.344 -3.262 0.11
O 2.123 -0.345 -2.073 -0.27
C 2.489 -3.426 -6.659 -0.17
C -4.762 7.034 -1.105 -0.49
C 4.397 -1.808 -0.469 -0.27
C -1.351 2.266 1.053 -0.24
C -6.571 6.244 0.070 -0.16
C 2.267 -6.192 1.062 -0.15
C 1.070 1.731 1.615 -0.22
C -3.437 -0.515 3.091 -0.07
C -2.585 -1.679 3.603 -0.14
C -3.374 3.410 0.485 -0.27
C 1.781 -0.701 1.095 -0.25
C -4.147 -0.033 4.343 -0.49
C -0.291 2.232 2.144 -0.17
C -6.232 7.599 0.686 -0.15
C 2.365 -1.709 -5.032 -0.07
C -4.685 2.687 0.754 -0.07
C 2.171 -3.080 -4.415 -0.48
C -5.389 8.237 -0.417 -0.08
C 2.083 -1.961 -6.513 -0.15
C 2.259 -4.783 0.477 -0.14
C 6.188 -2.884 -2.057 -0.56
C 5.382 -1.659 -1.615 -0.37
C 1.506 0.356 2.169 -0.29
C -2.335 -1.258 5.045 -0.15
C 0.950 -6.215 1.840 -0.08
C 0.757 -4.752 2.213 -0.50
H 1.930 -3.962 -7.423 0.12
H -0.210 3.246 2.549 0.11
H -1.665 -1.855 3.050 0.11
H 4.901 -1.839 0.507 0.06
H 2.371 0.440 2.836 0.10
H -4.525 1.605 0.755 0.07
H 4.475 -4.305 -2.931 -0.17
H 3.396 -1.403 -4.848 0.14
H 2.619 -1.302 -7.192 0.11
H -3.541 4.490 0.536 0.10
H -3.007 3.140 -0.510 0.12
H 1.046 1.666 0.522 0.08
H -1.466 -0.603 5.137 0.12
H 3.802 -2.714 -0.603 0.00
H 1.701 -0.994 -4.557 0.12
H -4.165 -0.801 2.338 0.12
H -2.833 0.311 2.711 0.11
H -5.997 8.767 -1.153 0.13
H 1.840 2.475 1.849 0.10
H 4.538 2.151 0.931 -0.10
H -7.462 6.287 -0.561 0.12
H 1.015 -1.853 -6.708 0.11
H 0.828 -1.049 0.670 0.05
H -2.220 -2.093 5.731 0.12
H 3.246 -4.354 0.341 0.09
H 1.722 -4.727 -0.472 0.13
H 1.664 -1.174 -2.106 -0.05
H -7.115 8.169 0.969 0.11
H -3.169 -2.600 3.582 0.12
H -1.717 1.245 0.859 0.12
H -5.060 2.954 1.744 0.08
H 3.122 2.825 -0.519 -0.10
H -6.694 5.450 0.803 0.12
H 0.105 -6.519 1.220 0.13
H -5.622 7.455 1.578 0.12
H 3.557 -3.538 -6.861 0.12
H 0.687 -0.006 2.810 0.08
H -0.919 2.653 0.121 0.13
H 6.490 -2.717 -3.096 0.06
H -0.608 1.557 2.943 0.09
H -5.436 2.942 0.002 0.07
H -4.613 8.903 -0.052 0.12
H 0.974 -6.830 2.736 0.12
H 3.103 -6.298 1.755 0.12
H 7.108 -3.022 -1.480 0.06
H 4.862 -1.252 -2.491 0.08
H 6.126 -0.903 -1.338 0.08
H 2.221 -1.578 1.583 0.03
H 2.359 -6.965 0.302 0.11
```


(2)
Density functional theory data (wB97M-V/def2-TZVPD) for one molecule with the formula C3H4FNS in a non-equilibrium geometry.

Summary:
**Spin multiplicity**: 1
**ΔE to the lowest compared entry with this formula, charge and spin**: 84.1 kcal/mol

```
10
Properties=species:S:1:pos:R:3:lowdin_charge:R:1
S -1.270 -1.714 0.089 0.74
F -2.350 1.587 -0.168 0.08
N 0.281 -1.394 -0.290 -0.58
C 0.893 -0.225 0.221 -0.32
C -1.305 0.837 -0.009 -0.20
C 0.002 0.993 0.064 -0.11
H 0.970 -0.276 1.293 0.12
H 1.790 -0.145 -0.238 0.08
H 0.440 -1.408 -1.375 0.12
H 0.549 1.744 0.414 0.07
```


(3)
Density functional theory data (wB97M-V/def2-TZVPD) for a 2-piece molecular cluster, CH6O2Si overall in a non-equilibrium geometry.

Summary:
**Spin multiplicity**: 1
**ΔE to the lowest compared entry with this formula, charge and spin**: 99.0 kcal/mol

```
10
Properties=species:S:1:pos:R:3:lowdin_charge:R:1
Si -1.288 -0.360 0.156 0.64
O -2.017 1.081 0.138 -0.29
O 1.937 0.815 0.130 -0.15
C 1.302 -0.458 0.174 -0.23
H -1.402 1.615 -0.357 0.02
H 1.619 -1.109 -0.714 0.06
H 1.806 1.120 -0.775 0.07
H -1.867 -0.747 -1.161 -0.05
H 1.628 -1.029 0.959 0.00
H -1.717 -0.928 1.451 -0.07
```


(4)
Density functional theory data (wB97M-V/def2-TZVPD) for C2H3O2Se as an isolated structure in a non-equilibrium geometry.

Summary:
**Spin multiplicity**: 1
**ΔE to the lowest compared entry with this formula, charge and spin**: 40.6 kcal/mol
**Total charge**: -1

```
8
Properties=species:S:1:pos:R:3:lowdin_charge:R:1
Se -1.848 -0.304 -0.679 0.22
O 1.326 0.224 -1.342 -0.22
O 0.657 1.752 0.628 0.08
C 0.520 0.617 0.302 -0.42
C -0.331 -0.490 0.660 -0.59
H -0.140 -1.551 0.448 0.03
H -0.676 -0.337 1.674 0.04
H 0.492 0.088 -1.691 -0.15
```


(5)
Density functional theory data (wB97M-V/def2-TZVPD) for C27H49F2NO2Si2Y as an isolated structure in a non-equilibrium geometry.

Summary:
**Spin multiplicity**: 1
**Calculated total energy**: -2080.2086 a.u.
**Total charge**: +1

```
84
Properties=species:S:1:pos:R:3:lowdin_charge:R:1
Y -0.235 -0.102 -0.288 1.35
Si 1.137 -0.319 -3.037 0.37
Si -2.542 -0.543 2.426 0.38
F 4.368 0.581 3.090 0.03
F 3.631 -3.903 1.937 0.04
O -2.831 -0.111 -2.313 -0.26
O -4.359 -2.236 -1.340 -0.12
N 0.837 1.695 0.851 -0.04
C 2.460 0.075 1.645 -0.15
C 1.734 -0.948 1.008 -0.17
C -2.522 -2.331 2.990 -0.18
C -3.558 -3.573 -1.350 -0.08
C -2.494 -0.553 0.563 -0.35
C 2.183 3.871 1.957 -0.03
C 0.715 -1.976 -2.212 -0.20
C -3.426 2.175 -2.836 -0.05
C 2.011 1.489 1.534 -0.18
C -6.704 -2.921 -1.159 -0.05
C 0.205 1.057 -2.211 -0.39
C -3.886 0.900 -2.171 -0.25
C -4.130 0.293 2.988 -0.19
C 0.353 2.952 0.715 -0.13
C -5.609 -2.131 -0.502 -0.12
C 2.694 2.582 2.086 0.02
C 3.250 -2.585 1.847 -0.24
C -3.978 -4.344 -2.563 -0.05
C 4.027 -1.646 2.502 0.07
C -4.154 -1.010 -4.312 -0.07
C -1.126 0.351 3.260 -0.18
C 0.992 4.052 1.258 -0.05
C 0.696 -0.440 -4.867 -0.18
C 2.996 -0.056 -2.908 -0.18
C 3.599 -0.334 2.390 -0.17
C 2.114 -2.261 1.106 -0.09
C -2.827 -0.745 -3.619 -0.25
H 3.242 0.983 -3.182 0.04
H -5.037 -4.612 -2.548 0.08
H -0.650 1.421 -2.798 -0.03
H -4.735 -0.097 -4.508 0.08
H -3.094 0.252 0.143 -0.04
H 0.183 -2.081 -1.234 -0.02
H -3.153 -2.464 3.878 0.04
H -3.402 2.034 -3.921 0.08
H -0.570 3.044 0.137 0.11
H 0.838 1.937 -2.010 0.00
H 2.730 4.702 2.402 0.12
H -2.433 2.480 -2.478 0.07
H -3.749 -1.590 -0.862 0.08
H -3.891 -1.444 -5.290 0.10
H -4.133 2.980 -2.625 0.09
H 3.626 2.401 2.612 0.11
H 4.913 -1.900 3.075 0.14
H -0.253 -0.304 3.390 0.03
H -2.285 -1.679 -3.448 0.10
H -3.739 -3.815 -3.493 0.08
H -2.205 -0.108 -4.261 0.11
H -6.508 -3.997 -1.141 0.08
H -2.937 -1.491 0.197 -0.06
H 3.357 -0.237 -1.887 0.03
H -2.506 -3.274 -1.377 0.13
H -4.163 1.341 2.661 0.03
H 0.618 0.571 -5.300 0.04
H 3.530 -0.732 -3.595 0.04
H -1.499 -2.637 3.245 0.03
H 1.472 -0.991 -5.415 0.03
H -0.796 1.249 2.721 0.01
H 0.102 -2.540 -2.927 0.04
H -0.265 -0.950 -5.023 0.01
H -4.826 0.506 -2.602 0.11
H -1.454 0.667 4.259 0.04
H 1.664 -2.514 -2.073 0.05
H -5.328 -2.506 0.487 0.13
H -5.807 -1.058 -0.466 0.14
H -6.907 -2.584 -2.185 0.10
H -2.890 -2.995 2.198 0.01
H -4.777 -1.746 -3.773 0.06
H 1.552 -3.057 0.620 0.09
H -3.422 -5.287 -2.575 0.10
H -4.215 0.286 4.083 0.03
H -3.820 -4.053 -0.404 0.14
H -5.015 -0.215 2.581 0.02
H -4.058 1.047 -1.094 0.10
H -7.611 -2.757 -0.568 0.10
H 0.562 5.046 1.130 0.11
```


(6)
Density functional theory data (wB97M-V/def2-TZVPD) for a 2-piece molecular cluster, C9H13NO2 overall in a non-equilibrium geometry.

Summary:
**Spin multiplicity**: 1
**SMILES**: Cc1ccc(O)cc1.CC(N)=O
**ΔE to the lowest compared entry with this formula, charge and spin**: 34.8 kcal/mol

```
25
Properties=species:S:1:pos:R:3:lowdin_charge:R:1
O -1.757 -1.637 1.214 0.03
O -2.271 1.344 2.202 0.06
N -0.272 2.115 1.611 0.13
C 0.952 -2.687 -0.917 -0.02
C 1.582 -1.488 -1.280 -0.32
C -0.252 -0.199 -0.243 -0.01
C -0.204 -2.636 -0.089 0.00
C -0.686 -1.400 0.324 -0.27
C -1.611 2.108 1.542 -0.63
C 2.917 -1.600 -1.879 -0.09
C 0.939 -0.284 -1.012 -0.03
C -2.165 3.143 0.607 0.01
H 1.283 -3.586 -1.281 0.08
H -3.064 2.941 0.171 0.06
H 3.477 -2.557 -1.815 0.08
H -0.758 0.700 -0.203 0.06
H 0.132 1.362 2.197 0.14
H -0.851 -3.529 0.142 0.14
H -2.020 -0.915 1.725 0.03
H -2.347 4.033 1.233 0.11
H 1.527 0.556 -1.329 0.10
H -1.531 3.333 -0.157 0.04
H 3.717 -0.919 -1.442 0.09
H 0.290 2.965 1.583 0.12
H 2.971 -1.161 -2.905 0.09
```